## one
Density functional theory data (ωB97M-V/def2-TZVPD) for the ion C2H7N4O with charge +1.

Results
orbital gap (spin up / spin down)	4.95 / 6.64	eV
E_HOMO (spin up / spin down)	-11.603 / -12.177	eV
structure (SMILES)	C=C(N)NON=[NH2+]
total charge	+1

XYZ file:
```
14
C2H7N4O (ωB97M-V/def2-TZVPD)
O -0.984 -0.154 0.342
N -2.163 0.393 -0.168
N 0.071 0.664 -0.084
N 2.371 0.890 0.165
N -3.339 -0.108 0.119
C 1.336 0.020 -0.009
C 1.546 -1.336 -0.093
H -3.435 -0.894 0.688
H -0.429 1.484 -0.550
H 2.568 -1.608 0.244
H 3.343 0.441 0.260
H 0.764 -1.935 -0.425
H 2.433 1.906 0.000
H -4.083 0.237 -0.491
```


## two
Density functional theory data (ωB97M-V/def2-TZVPD) for the ion C2H7N4O with charge +1.

Results
orbital gap	9.27	eV
E_HOMO	-13.328	eV
structure (SMILES)	[NH3+][C@@H]1CN(O)N=N1
total charge	+1

XYZ file:
```
14
C2H7N4O (ωB97M-V/def2-TZVPD)
O -2.773 0.736 0.134
N 1.886 -0.374 0.322
N -1.579 0.126 0.131
N -1.368 -1.218 -0.058
N -0.163 -1.497 -0.181
C -0.345 0.859 -0.244
C 0.664 -0.315 -0.492
H -0.359 1.336 -1.175
H 1.026 -0.284 -1.494
H 2.668 -0.213 -0.299
H 1.938 -1.194 0.844
H -3.361 0.282 0.855
H 1.666 0.296 1.051
H 0.100 1.462 0.607
```


## three
Density functional theory data (ωB97M-V/def2-TZVPD) for a cluster of 2 separate species, C2H7N4O in total.

Results
orbital gap	9.09	eV
E_HOMO	-13.526	eV
total charge	+1

XYZ file:
```
14
C2H7N4O (ωB97M-V/def2-TZVPD)
O 1.382 1.932 -2.209
N -0.205 -1.576 1.109
N 1.139 0.186 0.424
N -1.209 0.427 0.483
N 0.837 0.881 -2.377
C -0.080 -0.319 0.668
C -1.912 0.776 -0.491
H -0.036 0.915 -3.052
H 2.033 -0.270 0.570
H -1.793 0.539 -1.532
H -1.184 -1.626 1.360
H 1.356 1.105 -0.070
H 0.472 -2.170 1.563
H -2.730 1.504 -0.133
```


## four
Density functional theory data (ωB97M-V/def2-TZVPD) for a structure of composition C2H7N4O.

Results
orbital gap (spin up / spin down)	7.84 / 7.83	eV
E_HOMO (spin up / spin down)	-13.503 / -13.501	eV
total charge	+1

XYZ file:
```
14
C2H7N4O (ωB97M-V/def2-TZVPD)
O -0.699 1.165 -0.162
N 2.532 -0.387 -0.286
N -2.167 -0.482 -0.500
N 0.446 -0.980 0.222
N -1.179 -0.006 0.320
C 0.734 1.270 0.036
C 1.335 -0.080 -0.090
H 1.048 1.778 0.906
H -1.192 -0.187 1.400
H 0.371 -1.974 0.245
H -2.590 0.238 -1.051
H -2.785 -1.188 -0.123
H 3.010 -1.253 -0.321
H 1.138 2.086 -0.596
```


Which structure is the least stable? The one labeled one.


## one
Density functional theory data (ωB97M-V/def2-TZVPD) for a cluster of 4 separate species, CH9NO3 in total.

Results
orbital gap	10.93	eV
E_HOMO	-10.362	eV
structure (SMILES)	C=N.O.O.O

XYZ file:
```
14
CH9NO3 (ωB97M-V/def2-TZVPD)
O 2.118 0.349 0.230
O -0.645 -1.286 0.931
O -1.846 0.425 3.555
N -0.362 0.504 -2.518
C 0.723 0.013 -3.086
H 2.423 1.253 0.353
H -1.279 -0.653 0.628
H 1.275 -0.547 -2.325
H -2.740 0.129 3.507
H 2.787 -0.154 -0.246
H -0.965 1.056 -3.136
H -1.478 -0.110 2.848
H 1.058 0.221 -4.108
H 0.111 -0.708 0.884
```


## two
Density functional theory data (ωB97M-V/def2-TZVPD) for a cluster of 3 separate species, CH9NO3 in total.

Results
orbital gap	10.85	eV
E_HOMO	-10.091	eV
structure (SMILES)	NCO.O.O

XYZ file:
```
14
CH9NO3 (ωB97M-V/def2-TZVPD)
O -2.284 0.859 -2.918
O 1.444 -0.113 -0.687
O -1.018 2.886 3.361
N 1.374 -2.367 0.021
C 0.669 -1.120 -0.016
H -1.547 1.438 -3.121
H -0.384 2.974 4.081
H 0.475 -0.734 0.982
H -0.258 -1.172 -0.582
H -2.811 0.751 -3.712
H 1.597 -2.647 0.966
H -0.492 2.737 2.568
H 2.364 -0.358 -0.543
H 0.871 -3.134 -0.399
```


Which structure is the least stable? The one labeled one.


## one
Density functional theory data (ωB97M-V/def2-TZVPD) for the molecule C6H8N2OS.

Results
orbital gap	8.71	eV
E_HOMO	-9.450	eV
structure (SMILES)	CCOC(=S)n1ccnc1

XYZ file:
```
18
C6H8N2OS (ωB97M-V/def2-TZVPD)
S 0.837 -0.550 1.973
O -1.348 0.077 0.215
N 1.027 -1.767 -2.826
N 0.689 -0.885 -0.763
C -1.799 0.662 1.424
C 2.236 -1.365 -2.290
C 0.152 -1.501 -1.948
C -1.285 2.143 1.563
C 2.048 -0.870 -1.048
C 0.147 -0.429 0.435
H -2.902 0.594 1.314
H -1.358 2.506 0.541
H -1.544 -0.012 2.279
H -1.768 2.652 2.458
H -0.934 -1.638 -2.022
H -0.237 1.923 1.859
H 2.751 -0.190 -0.500
H 3.288 -1.352 -2.662
```


## two
Density functional theory data (ωB97M-V/def2-TZVPD) for the molecule C6H8N2OS.

Results
orbital gap	9.96	eV
E_HOMO	-9.554	eV
structure (SMILES)	CCSC(=O)n1ccnc1

XYZ file:
```
18
C6H8N2OS (ωB97M-V/def2-TZVPD)
S -0.944 -0.608 0.902
O -0.077 1.829 0.141
N 3.767 0.124 -0.026
N 1.523 0.136 0.049
C -3.063 -0.055 -0.759
C 2.682 0.841 -0.033
C -2.502 0.208 0.603
C 0.280 0.693 0.262
C 1.892 -1.181 0.117
C 3.249 -1.172 0.044
H 2.692 1.920 -0.174
H -3.177 0.186 1.502
H -3.440 -1.095 -1.041
H 4.056 -2.000 0.160
H -3.772 0.710 -0.955
H -2.160 0.201 -1.404
H 1.107 -1.938 0.116
H -2.113 1.201 0.496
```


Which structure is the least stable? The one labeled one.


## one
Density functional theory data (ωB97M-V/def2-TZVPD) for the molecule C6H8N2OS.

Results
orbital gap (spin up / spin down)	6.24 / 7.31	eV
E_HOMO (spin up / spin down)	-6.844 / -7.466	eV

XYZ file:
```
18
C6H8N2OS (ωB97M-V/def2-TZVPD)
S 0.552 -2.375 3.709
O -2.109 -0.458 -0.111
N -0.101 0.712 1.546
N 0.397 -0.287 2.337
C -1.117 -0.006 -1.215
C -1.237 -1.836 1.836
C 0.349 -0.025 -0.820
C -0.121 -1.468 2.612
C 0.642 1.018 0.349
C -1.728 -1.056 0.894
H -1.611 -0.684 -2.016
H 1.722 1.303 0.405
H 0.629 -1.046 -0.507
H 0.952 0.195 -1.734
H 1.399 -0.325 2.386
H -1.460 1.010 -1.256
H 0.313 2.035 -0.112
H -1.540 -2.781 2.109
```


## two
Density functional theory data (ωB97M-V/def2-TZVPD) for a structure of composition C6H8N2OS.

Results
orbital gap	8.98	eV
E_HOMO	-8.835	eV

XYZ file:
```
18
C6H8N2OS (ωB97M-V/def2-TZVPD)
S -3.226 -0.579 -0.311
O -0.388 2.101 0.233
N -0.461 -1.373 0.536
N 1.273 -0.054 -0.102
C -2.289 0.895 0.628
C 0.608 -2.083 0.121
C 0.041 -0.137 0.385
C 1.715 -1.333 -0.262
C 1.987 1.157 -0.447
C -0.878 1.038 0.433
H -2.884 0.708 1.608
H -2.216 -1.544 -0.461
H 1.982 2.017 0.299
H 0.477 -3.200 0.209
H 3.027 0.839 -0.752
H 2.508 -1.720 -0.848
H -2.733 1.727 0.112
H 1.457 1.541 -1.379
```


## three
Density functional theory data (ωB97M-V/def2-TZVPD) for the molecule C6H8N2OS.

Results
orbital gap (spin up / spin down)	6.16 / 6.16	eV
E_HOMO (spin up / spin down)	-7.710 / -7.710	eV

XYZ file:
```
18
C6H8N2OS (ωB97M-V/def2-TZVPD)
S -1.867 -1.575 -0.212
O 1.654 1.449 1.376
N -1.047 1.039 -0.263
N 1.808 -0.415 -0.061
C 0.962 -0.491 -1.131
C -3.210 0.747 0.375
C 1.361 0.844 0.387
C -1.959 0.140 -0.047
C 0.246 0.877 -0.809
C 2.757 -1.356 0.439
H -3.769 0.002 0.918
H -2.866 1.543 1.169
H 2.360 -1.287 1.467
H 0.309 1.660 -1.595
H -3.915 1.355 -0.341
H 2.649 -2.272 -0.178
H 0.739 -1.322 -1.798
H 3.787 -0.940 0.303
```


## four
Density functional theory data (ωB97M-V/def2-TZVPD) for the molecule C6H8N2OS.

Results
orbital gap	9.66	eV
E_HOMO	-9.196	eV

XYZ file:
```
18
C6H8N2OS (ωB97M-V/def2-TZVPD)
S 0.984 -1.606 -0.751
O 1.764 -2.254 0.285
N -2.803 -0.482 0.487
N -0.706 -0.078 0.080
C -1.881 0.450 0.460
C 1.476 0.542 1.055
C -0.911 -1.409 -0.146
C 0.831 1.197 -1.345
C 0.677 0.225 -0.190
C -2.226 -1.653 0.108
H 0.883 1.117 1.765
H 2.372 1.103 0.807
H 1.806 1.083 -1.814
H 0.730 2.226 -1.002
H 0.061 1.001 -2.089
H -2.796 -2.557 0.059
H -2.037 1.484 0.687
H 1.775 -0.389 1.542
```


Which structure is the least stable? The one labeled one.